1.
C22H21ClF4O3S | the ωB97M-V functional and the def2-TZVPD basis

Each line ends with the Löwdin charge.
Cartesian coordinates (Å):
C 3.999 -6.034 0.201  0.095
C 3.835 -4.949 -0.548  -0.061
C 3.335 -3.450 -0.901  -0.121
C 4.244 -2.311 -0.909  -0.414
Cl 6.043 -2.587 -0.553  0.588
C 3.686 -0.806 -1.226  -0.252
O 4.363 0.001 -1.935  0.037
C 2.217 -0.496 -0.609  0.030
C 1.768 0.897 -0.018  -0.037
C 2.846 2.083 0.015  -0.184
C 2.688 3.035 -1.295  -0.243
C 2.614 4.619 -0.966  -0.563
S 3.919 5.226 0.213  0.622
C 0.318 1.121 0.543  0.006
C -0.313 2.452 1.148  -0.264
F -1.461 2.798 0.313  0.016
F 0.576 3.539 1.407  0.042
C -0.964 2.051 2.606  -0.137
F -0.163 1.028 3.282  -0.011
F -2.362 1.723 2.531  0.000
C -0.669 -0.144 0.459  0.088
C -0.263 -1.552 -0.112  -0.061
C -1.294 -2.819 -0.193  -0.171
C -2.687 -2.552 0.594  -0.198
C -3.763 -1.723 -0.328  -0.156
C -4.434 -0.487 0.476  -0.248
O -5.886 -0.442 0.412  -0.235
C -6.292 0.832 -0.202  -0.121
C 1.208 -1.748 -0.640  0.029
C 1.755 -3.174 -1.219  -0.214
O 1.048 -3.991 -1.886  0.051
H 4.066 -7.026 0.797  0.067
H 2.863 2.682 1.017  0.104
H 3.916 1.620 -0.060  0.112
H 1.794 2.720 -1.948  0.121
H 3.639 2.889 -1.958  0.115
H 2.798 5.165 -1.983  0.079
H 1.534 4.866 -0.663  0.077
H 5.067 4.432 0.033  -0.112
H -0.854 2.996 3.283  0.181
H -1.754 -0.025 0.838  0.086
H -1.459 -3.147 -1.300  0.128
H -0.710 -3.703 0.293  0.123
H -3.160 -3.587 0.855  0.121
H -2.402 -1.958 1.555  0.105
H -3.235 -1.321 -1.285  0.118
H -4.625 -2.442 -0.646  0.123
H -4.018 0.488 0.023  0.107
H -4.034 -0.524 1.574  0.124
H -7.445 0.921 -0.059  0.104
H -5.996 0.854 -1.328  0.105
H -5.802 1.746 0.334  0.099

The HOMO energy comes out at -9.1 eV. The value obtained for the orbital gap is 7.189 eV. Its multiplicity is 1. The calculation puts the lowest unoccupied orbital energy at -1.938 eV. The electronic energy comes out at -63510.179 eV. As for the charge: 0. The molar mass comes out at 476.92 u. As for the SMILES: C#CC1=C(Cl)C(=O)c2c(CCCS)c(C(F)(F)C(F)F)cc(CCCCOC)c2C1=O. For the relative energy (zero: lowest compared OMol25 entry of this formula, charge and spin), the calculation gives 0.0 kJ/mol.

***

2.
C10H19Br6NO4S | the ωB97M-V functional and the def2-TZVPD basis

Each line ends with the Löwdin charge.
Cartesian coordinates (Å):
O -7.300 -5.075 13.110  -0.298
S -6.370 -6.196 13.026  0.707
O -4.947 -5.894 13.220  -0.249
O -6.771 -7.441 14.062  -0.198
C -7.903 -8.165 13.566  -0.163
C -7.764 -8.052 12.001  -0.169
O -6.719 -7.113 11.745  -0.231
H -7.975 -9.231 13.780  0.132
H -8.804 -7.664 13.920  0.056
H -8.713 -7.895 11.488  0.100
H -7.413 -9.007 11.607  0.126
Br -9.121 -1.823 10.522  0.639
C -8.750 -3.241 9.116  -0.565
C -8.504 -4.601 9.791  -0.691
Br -7.911 -6.044 8.607  0.639
H -7.929 -2.876 8.498  0.058
H -9.673 -3.176 8.541  0.045
H -9.391 -5.026 10.261  0.042
H -7.810 -4.413 10.610  0.033
Br -5.108 -2.363 13.355  0.594
C -6.590 -0.995 13.313  -0.622
C -5.973 0.315 12.835  -0.744
Br -4.603 0.953 14.021  0.623
H -6.883 -0.850 14.353  0.053
H -7.455 -1.310 12.729  -0.024
H -6.836 0.969 12.713  0.066
H -5.507 0.385 11.852  0.050
Br -15.998 -5.904 12.243  0.567
C -14.178 -5.997 13.113  -0.652
C -13.153 -6.677 12.211  -0.599
Br -11.329 -6.701 13.104  0.652
H -14.194 -6.574 14.038  0.053
H -13.894 -5.044 13.560  0.047
H -13.023 -6.252 11.215  0.053
H -13.422 -7.726 12.088  0.051
C -9.540 -3.497 13.731  -0.130
C -10.808 -3.092 14.275  -0.294
N -11.847 -2.806 14.667  0.131
H -9.058 -2.658 13.228  0.012
H -9.638 -4.344 13.053  0.013
H -8.921 -3.933 14.515  0.085

The HOMO energy comes out at -9.7 eV. The value obtained for the orbital gap is 9.706 eV. Its multiplicity is 1. The calculation puts the lowest unoccupied orbital energy at -0.020 eV. The electronic energy comes out at -451446.296 eV. As for the charge: 0. The molar mass comes out at 728.76 u. As for the SMILES: O=S1(=O)OCCO1.BrCCBr.BrCCBr.BrCCBr.CC#N.

***

3.
C4H13NO3 | the ωB97M-V functional and the def2-TZVPD basis

Each line ends with the Löwdin charge.
Cartesian coordinates (Å):
N 1.887 -0.504 -0.024  0.207
C 0.659 -1.076 0.046  -0.308
C 0.099 -1.777 -1.127  -0.023
C -1.547 -0.978 1.208  0.001
C -0.081 -0.696 1.161  0.112
H 1.869 0.478 0.396  0.081
H 2.207 -0.599 -0.995  0.131
H 0.861 -1.993 -1.881  0.091
H -0.259 -2.771 -0.811  0.099
H -2.210 -0.643 2.001  0.096
H -1.645 -2.073 1.036  0.119
H 0.343 0.122 1.783  0.095
H -0.742 1.605 -1.020  -0.039
H -0.795 -1.040 -1.554  0.048
O -0.396 2.386 -0.548  -0.133
H -1.918 -0.660 0.206  0.096
H -1.669 0.488 -2.538  0.010
O -1.518 0.113 -1.662  -0.281
H 1.437 2.321 1.773  0.008
H 0.272 2.177 0.126  -0.079
O 1.083 1.566 1.294  -0.331

The HOMO energy comes out at -8.8 eV. The value obtained for the orbital gap is 5.132 eV. Its multiplicity is 1. The calculation puts the lowest unoccupied orbital energy at -3.708 eV. The electronic energy comes out at -11984.965 eV. As for the charge: 0. The molar mass comes out at 123.15 u. For the relative energy (zero: lowest compared OMol25 entry of this formula, charge and spin), the calculation gives 724.2 kJ/mol.

***

4.
C39H45GeN8O2SSi3W | the ωB97M-V functional and the def2-TZVPD basis

Each line ends with the Löwdin charge.
Cartesian coordinates (Å):
W -0.346 -0.813 0.026  1.533
O -4.058 -0.753 -1.725  0.122
C -2.911 -0.998 -1.474  -0.457
N -2.332 -1.057 -0.204  -0.068
C -3.146 -1.462 0.866  -0.206
C -4.460 -1.930 0.806  0.011
C -5.010 -2.487 1.942  -0.048
C -4.254 -2.617 3.105  -0.053
C -2.960 -2.138 3.163  -0.032
C -2.415 -1.493 2.047  -0.243
N -1.123 -0.958 1.890  -0.057
C -0.586 -0.103 2.989  -0.502
O -0.967 1.230 2.725  -0.190
C 0.907 -0.218 2.863  -0.205
C 1.772 -0.207 3.940  0.026
C 3.136 -0.138 3.714  0.001
C 3.572 -0.024 2.407  -0.015
C 2.646 -0.067 1.386  -0.130
N 1.325 -0.222 1.587  0.017
C -1.949 -1.432 -2.520  -0.189
C -2.370 -1.659 -3.813  0.039
C -1.505 -2.292 -4.688  0.011
C -0.272 -2.699 -4.201  -0.004
C 0.079 -2.400 -2.898  -0.086
N -0.729 -1.740 -2.053  0.017
H -5.034 -1.870 -0.102  0.112
H -6.027 -2.855 1.916  0.118
H -4.677 -3.109 3.970  0.117
H -2.386 -2.298 4.058  0.098
H 1.376 -0.228 4.944  0.126
H 3.835 -0.132 4.539  0.131
H 4.619 0.103 2.168  0.127
H 2.982 0.061 0.375  0.088
H -3.375 -1.365 -4.085  0.142
H -1.795 -2.494 -5.710  0.132
H 0.424 -3.249 -4.818  0.125
H 1.037 -2.726 -2.532  0.106
S 6.084 -5.060 -0.828  1.106
N 4.746 -5.343 0.016  -0.191
C 3.924 -4.333 -0.217  -0.298
C 2.583 -4.189 0.312  -0.058
C 1.929 -5.152 1.084  0.057
C 0.627 -4.922 1.472  0.012
C 0.006 -3.734 1.100  -0.058
N 0.630 -2.804 0.379  0.000
C 1.896 -3.023 -0.017  -0.152
C 2.463 -2.010 -0.888  -0.201
N 1.681 -0.932 -1.151  -0.059
C 2.086 -0.088 -2.092  -0.143
C 3.300 -0.221 -2.763  0.010
C 4.140 -1.259 -2.436  0.065
C 3.709 -2.190 -1.483  -0.065
C 4.466 -3.365 -1.099  -0.299
N 5.687 -3.661 -1.516  -0.194
H 2.448 -6.065 1.349  0.138
H 0.077 -5.646 2.055  0.129
H -1.016 -3.525 1.392  0.115
H 1.416 0.727 -2.322  0.031
H 3.563 0.506 -3.519  0.130
H 5.104 -1.389 -2.911  0.139
C -1.098 -0.327 4.401  0.003
Si -0.345 2.473 1.792  0.309
C 1.378 2.934 2.380  -0.162
C -1.475 3.892 2.196  -0.163
Ge -0.427 1.751 -0.512  0.609
Si 1.257 3.209 -1.449  0.338
C 3.040 2.831 -0.935  -0.196
C 1.119 3.183 -3.331  -0.213
C 0.881 4.933 -0.829  -0.198
Si -2.591 2.559 -1.254  0.347
C -2.919 2.066 -3.036  -0.195
C -3.893 1.965 -0.042  -0.192
C -2.585 4.434 -1.283  -0.207
H -0.671 0.471 5.007  0.105
H -0.809 -1.285 4.830  0.100
H -2.176 -0.208 4.424  0.099
H 1.500 2.665 3.433  0.047
H 1.491 4.019 2.323  0.043
H 2.196 2.494 1.810  0.006
H -1.376 4.107 3.264  0.053
H -2.522 3.674 1.990  0.031
H -1.191 4.793 1.651  0.030
H 3.147 2.047 -0.185  -0.011
H 3.466 3.739 -0.503  0.046
H 3.658 2.563 -1.793  0.027
H 0.733 2.244 -3.736  0.017
H 2.083 3.385 -3.805  0.037
H 0.430 3.965 -3.657  0.036
H 0.934 5.001 0.259  0.017
H -0.091 5.303 -1.150  0.012
H 1.643 5.609 -1.230  0.052
H -2.817 1.006 -3.246  -0.010
H -2.224 2.607 -3.683  0.031
H -3.933 2.359 -3.324  0.053
H -4.354 1.026 -0.342  0.012
H -4.683 2.719 0.012  0.049
H -3.492 1.834 0.965  0.018
H -1.993 4.817 -2.116  0.028
H -2.244 4.907 -0.366  0.013
H -3.619 4.754 -1.449  0.050

The HOMO energy (spin up / spin down) comes out at -12.5 / -12.7 eV. The value obtained for the orbital gap (spin up / spin down) is 6.027 / 6.113 eV. Its multiplicity is 2. The calculation puts the lowest unoccupied orbital energy (spin up / spin down) at -6.447 / -6.620 eV. The electronic energy comes out at -149992.688 eV. As for the charge: +2. The molar mass comes out at 1030.62 u. For the relative energy (zero: lowest compared OMol25 entry of this formula, charge and spin), the calculation gives 0.0 kJ/mol.

***

5.
C38H38BrCsN6O4 | the ωB97M-V functional and the def2-TZVPD basis

Each line ends with the Löwdin charge.
Cartesian coordinates (Å):
Cs -1.537 0.721 -0.056  1.262
C -1.275 0.147 3.984  -0.119
N -1.314 -0.996 3.103  -0.189
C -0.171 -1.863 3.340  -0.079
C -2.551 -1.687 3.014  -0.186
C -3.621 -1.340 3.833  -0.053
C -4.850 -1.994 3.763  -0.144
C -4.999 -3.023 2.851  -0.143
C -3.951 -3.371 2.016  -0.062
C -2.707 -2.716 2.030  -0.260
N -1.722 -2.925 1.100  0.057
C -1.449 -4.189 0.706  -0.266
C -1.685 -5.363 1.458  -0.063
C -1.198 -6.608 1.087  -0.159
C -0.465 -6.775 -0.071  -0.161
C -0.253 -5.647 -0.874  -0.070
C -0.726 -4.394 -0.527  -0.196
N -0.501 -3.262 -1.349  -0.197
C 0.524 -3.362 -2.351  -0.149
C -1.720 -2.715 -1.929  -0.081
H -1.430 -0.125 5.046  0.085
H -2.006 0.894 3.685  0.069
H -0.286 0.600 3.909  0.067
H -0.184 -2.271 4.368  0.084
H 0.747 -1.284 3.212  0.070
H -0.175 -2.681 2.625  0.068
H -3.489 -0.538 4.544  0.084
H -5.663 -1.684 4.409  0.076
H -5.942 -3.554 2.760  0.082
H -4.093 -4.151 1.277  0.103
H -2.218 -5.274 2.397  0.093
H -1.388 -7.454 1.743  0.080
H -0.067 -7.740 -0.361  0.069
H 0.296 -5.748 -1.802  0.082
H 0.249 -4.021 -3.198  0.078
H 1.450 -3.746 -1.919  0.070
H 0.718 -2.367 -2.756  0.066
H -2.035 -3.339 -2.785  0.084
H -1.543 -1.697 -2.280  0.046
H -2.505 -2.689 -1.176  0.074
O 1.070 1.694 -5.893  0.020
C -0.271 1.944 -5.829  -0.284
C -0.863 2.602 -6.900  -0.044
C -2.228 2.858 -6.881  -0.124
C -2.997 2.465 -5.798  -0.111
C -2.395 1.806 -4.733  -0.028
C -1.037 1.535 -4.727  -0.095
C -0.437 0.739 -3.559  -0.527
O -1.255 0.497 -2.554  -0.548
N 0.792 1.529 -3.131  -0.029
N 1.534 0.792 -2.247  0.025
C 2.132 1.382 -1.295  -0.224
C 2.985 0.565 -0.395  -0.660
Br 2.392 -1.196 -0.118  0.841
C 4.051 1.017 0.277  -0.152
C 4.610 2.381 0.254  -0.219
C 5.116 2.880 1.460  -0.052
C 5.629 4.163 1.539  -0.092
C 5.651 4.968 0.407  -0.108
C 5.180 4.474 -0.798  -0.087
C 4.672 3.184 -0.882  -0.040
H 1.351 1.545 -4.961  0.074
H -0.240 2.906 -7.732  0.102
H -2.688 3.375 -7.715  0.086
H -4.062 2.664 -5.782  0.087
H -2.949 1.467 -3.867  0.109
H 0.042 -0.171 -3.994  0.140
H 0.501 2.426 -2.730  0.136
H 2.070 2.455 -1.107  0.128
H 4.528 0.346 0.982  0.098
H 5.082 2.251 2.341  0.106
H 6.002 4.532 2.486  0.096
H 6.038 5.978 0.466  0.093
H 5.205 5.091 -1.688  0.099
H 4.336 2.802 -1.835  0.113
O -1.784 4.261 1.066  -0.022
C -1.607 3.220 1.721  -0.799
O -2.339 2.216 1.829  -0.330
C -0.254 3.104 2.419  -0.209
C 0.061 3.917 3.507  -0.016
C 1.264 3.736 4.159  -0.084
C 2.138 2.765 3.688  -0.086
C 1.754 2.031 2.579  -0.151
N 0.589 2.181 1.950  0.109
H -0.645 4.669 3.831  0.114
H 1.514 4.343 5.022  0.095
H 3.092 2.576 4.163  0.089
H 2.406 1.265 2.177  0.084

The HOMO energy comes out at -0.8 eV. The value obtained for the orbital gap is 4.570 eV. Its multiplicity is 1. The calculation puts the lowest unoccupied orbital energy at 3.724 eV. The electronic energy comes out at -127744.220 eV. As for the charge: -2. The molar mass comes out at 855.57 u. For the relative energy (zero: lowest compared OMol25 entry of this formula, charge and spin), the calculation gives 178.5 kJ/mol.